[1]
47
Properties=species:S:1:pos:R:3:forces:R:3:lowdin_charge:R:1 method="wB97M-V/def2-TZVPD" lumo_energy_ev=0.398 charge=0 relative_energy_kcal_mol=1.5 energy_ev=-113737.1509 molar_mass_g_mol=525.8
Zn 0.0956 0.2916 -0.1468 -0.198 0.927 0.657 0.647
N 0.9142 -1.2710 -1.0437 -0.100 -2.862 -1.609 -0.316
S 2.3895 -1.5696 -1.5941 3.655 1.436 0.927 0.487
O 2.6251 -1.2737 -2.9700 -0.610 -0.088 -0.030 -0.257
O 3.0106 -2.7261 -1.0277 -0.740 0.195 -0.266 -0.243
F 3.1387 -0.3633 -0.8559 -0.691 -0.255 -0.078 -0.177
S 0.0727 -2.5377 -1.7782 -2.252 1.012 0.481 0.549
O 0.3590 -3.8417 -1.2997 0.288 0.382 -0.018 -0.222
O -0.1090 -2.2733 -3.1672 0.195 -0.321 0.270 -0.249
F -1.3220 -2.1585 -1.1185 0.440 -0.168 -0.106 -0.167
C 1.1437 2.7440 2.7758 -0.015 0.207 0.497 0.009
C 0.7448 1.8152 1.6812 -0.217 -0.438 -1.363 -0.673
O -0.3614 1.9362 1.0724 -0.129 0.397 0.705 -0.056
O 1.5364 0.9233 1.2533 0.451 -0.035 0.543 -0.062
H 0.2752 3.1031 3.3248 -0.052 0.022 -0.125 0.083
H 1.6484 3.6053 2.3361 -0.035 -0.003 -0.063 0.091
H 1.8363 2.2856 3.4785 0.043 -0.141 -0.139 0.083
C 1.7236 -2.3233 2.0375 -0.182 0.206 -1.162 -0.002
O 0.7047 -2.0641 3.0051 -0.297 -0.173 0.630 0.003
C -0.4282 -1.5039 2.6210 0.483 0.177 -0.082 -0.574
O -0.6371 -1.0197 1.5313 -0.311 -0.171 -0.242 0.096
O -1.3564 -1.4936 3.5642 -0.272 0.087 0.342 0.028
C -0.9812 -1.8668 4.9156 0.488 0.297 -0.607 -0.005
H 1.2831 -2.7482 1.1364 -0.081 -0.225 0.141 0.074
H 2.4051 -3.0412 2.4743 0.105 0.155 0.170 0.106
H 2.1903 -1.3949 1.7104 0.207 0.014 0.386 0.083
H -0.2886 -1.1087 5.2803 0.036 -0.125 0.143 0.100
H -0.4882 -2.8317 4.8810 -0.097 -0.113 0.283 0.095
H -1.8739 -1.8634 5.5283 -0.178 -0.089 -0.225 0.095
C -3.5865 1.9713 0.4181 0.166 0.329 0.678 -0.011
O -3.5451 1.9732 -1.0135 -0.230 -0.336 -0.311 0.046
C -2.6559 1.1916 -1.5936 0.196 0.022 0.704 -0.572
O -1.7910 0.5855 -0.9867 -0.121 -0.409 -0.409 0.041
O -2.8479 1.1605 -2.8861 -0.509 0.109 -0.470 0.048
C -2.0230 0.2633 -3.6468 0.610 -0.209 0.516 0.002
H -2.9323 1.2322 0.8712 0.158 -0.007 -0.279 0.083
H -4.6024 1.7760 0.7547 -0.118 0.084 -0.344 0.097
H -3.2707 2.9599 0.7442 -0.018 -0.046 0.070 0.101
H -2.3888 0.2180 -4.6647 -0.189 0.294 0.035 0.103
H -2.0331 -0.7318 -3.2093 -0.115 0.038 -0.002 0.076
H -1.0016 0.6338 -3.5985 0.060 -0.091 -0.227 0.078
C 2.3920 1.9664 -3.8577 -0.527 -0.269 0.202 -0.019
C 1.4967 1.7723 -2.7244 0.119 0.061 0.151 -0.186
N 0.7933 1.6181 -1.8334 0.149 -0.075 -0.067 0.208
H 3.2569 1.3200 -3.7244 0.074 0.094 -0.027 0.089
H 2.6521 3.0194 -3.9172 0.145 -0.026 -0.137 0.092
H 1.8365 1.6403 -4.7378 0.217 0.131 -0.140 0.097


[2]
17
Properties=species:S:1:pos:R:3:forces:R:3:lowdin_charge:R:1 method="wB97M-V/def2-TZVPD" lumo_energy_ev="3.748 / 3.748" charge=-1 relative_energy_kcal_mol=7.3 energy_ev=-13624.2332 molar_mass_g_mol=140.1
C 1.7282 0.3285 1.1510 -1.353 -0.924 -1.443 -0.113
C 1.3214 1.2934 0.2392 -1.667 -3.434 1.172 -0.097
C 1.0755 -0.9121 1.1661 -0.109 -0.874 1.002 -0.098
C 0.2147 1.0436 -0.5074 -0.579 0.073 0.160 -0.073
C -0.1231 -1.0798 0.4875 2.090 3.134 0.023 -0.040
C -0.5965 -0.0587 -0.3580 -0.167 -1.996 -0.838 -0.311
C -1.7648 -0.2278 -1.1791 -2.253 -0.484 0.466 -0.089
N -3.2415 0.6740 -0.1443 1.117 0.545 1.180 -0.071
O -2.8405 1.2772 0.7951 -0.359 -0.715 -1.647 -0.109
F -3.9025 -0.8487 0.6050 -0.008 -0.296 -0.155 -0.493
H 2.6012 0.5871 1.6149 2.201 -0.099 1.656 0.051
H 1.9218 2.0848 0.1571 1.950 3.338 -0.618 0.053
H 1.3908 -1.8731 1.7013 0.080 1.863 -0.379 0.113
H -0.1093 1.6239 -1.2989 -0.266 1.810 -1.366 0.085
H -0.4916 -2.0060 0.6007 -2.090 -2.952 -0.108 0.064
H -1.9793 0.3148 -2.1025 0.744 0.429 0.304 0.059
H -2.2667 -1.2128 -1.2828 0.670 0.581 0.589 0.069